# 1
The following is a quantum chemistry calculation of C3H4N4 in the gas phase at a distorted geometry, from the Open Molecules 2025 dataset.

Each line ends with the Mulliken charge.
Cartesian coordinates (Å):
1 C -0.855 1.225 -0.333  0.487
2 N 1.489 -1.389 0.104  -0.465
3 C -0.049 0.046 -0.684  -0.158
4 N 1.123 -0.098 -0.056  -0.250
5 N -0.810 2.352 0.171  -0.563
6 C -1.605 -0.201 0.241  0.205
7 N -2.308 -0.904 0.851  -0.433
8 H 2.390 -1.440 0.573  0.266
9 H 0.825 -1.987 0.600  0.253
10 H 0.105 2.813 0.178  0.298
11 H -0.306 -0.417 -1.645  0.360

Summary:
Gap between HOMO and LUMO (alpha / beta) = 7.51 / 7.12 eV
Net charge = 0
Highest occupied orbital energy (alpha / beta) = -8.68 / -8.24 eV
ΔE to the lowest compared entry with this formula, charge and spin = 152.12 kcal/mol

# 2
The following is a quantum chemistry calculation of a molecular structure, C44H53I3N5O2W, from the Open Molecules 2025 dataset.

Each line ends with the Mulliken charge.
Cartesian coordinates (Å):
1 W 1.142 0.680 -0.263  -1.544
2 C -5.912 -0.639 2.188  -1.556
3 C -4.662 -0.986 3.015  1.677
4 C -4.806 -0.426 4.441  -1.648
5 C -4.517 -2.506 3.086  -2.053
6 C -3.460 -0.338 2.354  -0.802
7 C -2.415 -1.047 1.867  -0.642
8 C -1.334 -0.340 1.255  -0.215
9 N -0.161 -0.783 0.845  0.969
10 C 0.397 -2.021 1.019  0.359
11 C -0.060 -3.124 1.767  -0.580
12 C 0.666 -4.288 1.748  -1.161
13 C 1.855 -4.340 0.973  0.013
14 C 2.383 -3.282 0.257  -1.044
15 C 1.620 -2.115 0.326  0.874
16 O 1.999 -0.979 -0.283  0.982
17 C 3.702 -3.355 -0.516  2.076
18 C 4.317 -4.753 -0.434  -2.272
19 C 4.702 -2.354 0.087  -1.317
20 C 3.441 -3.032 -1.996  -1.118
21 C 0.251 -5.528 2.527  1.929
22 C 1.332 -5.819 3.583  -1.603
23 C -1.089 -5.325 3.234  -2.055
24 C 0.129 -6.714 1.560  -1.657
25 C -1.450 1.094 1.029  1.753
26 O -0.485 1.613 0.324  -0.645
27 C -2.487 1.859 1.597  -0.955
28 C -3.440 1.107 2.242  0.017
29 C -2.513 3.390 1.571  1.839
30 C -1.253 3.904 2.287  -1.449
31 C -3.741 3.928 2.308  -2.163
32 C -2.550 3.914 0.129  -1.401
33 H -6.791 -1.076 2.662  0.468
34 H -6.092 0.435 2.115  0.336
35 H -5.840 -1.053 1.178  0.321
36 H -5.662 -0.894 4.927  0.478
37 H -3.921 -0.636 5.044  0.379
38 H -4.984 0.651 4.457  0.358
39 H -5.394 -2.928 3.575  0.499
40 H -4.450 -2.954 2.092  0.397
41 H -3.648 -2.807 3.678  0.464
42 H -2.414 -2.120 1.895  0.987
43 H -0.940 -3.052 2.379  0.979
44 H 2.399 -5.272 0.967  0.655
45 H 4.565 -5.032 0.592  0.434
46 H 3.659 -5.513 -0.859  0.446
47 H 5.245 -4.769 -1.004  0.432
48 H 4.898 -2.582 1.135  0.349
49 H 5.650 -2.420 -0.450  0.473
50 H 4.348 -1.324 0.022  0.048
51 H 2.717 -3.727 -2.426  0.302
52 H 3.073 -2.012 -2.134  -0.101
53 H 4.370 -3.133 -2.557  0.507
54 H 1.436 -4.984 4.279  0.369
55 H 1.052 -6.705 4.153  0.459
56 H 2.306 -6.016 3.133  0.371
57 H -1.038 -4.521 3.972  0.416
58 H -1.896 -5.115 2.525  0.441
59 H -1.361 -6.236 3.763  0.524
60 H 1.077 -6.973 1.087  0.362
61 H -0.203 -7.595 2.110  0.478
62 H -0.604 -6.514 0.776  0.384
63 H -4.268 1.635 2.695  0.665
64 H -1.222 3.559 3.322  0.353
65 H -0.333 3.591 1.791  0.120
66 H -1.271 4.994 2.299  0.478
67 H -3.754 3.626 3.357  0.452
68 H -3.714 5.016 2.287  0.438
69 H -4.676 3.618 1.835  0.442
70 H -1.624 3.696 -0.397  0.131
71 H -3.390 3.491 -0.427  0.297
72 H -2.674 4.997 0.144  0.567
73 I -3.603 -0.546 -1.651  0.161
74 C -2.202 -0.820 -3.203  -0.857
75 I -0.230 -1.318 -2.561  0.386
76 H -2.105 0.099 -3.767  0.398
77 H -2.528 -1.636 -3.838  0.585
78 N 2.794 8.322 -7.795  -0.396
79 C 2.407 7.526 -7.064  -0.130
80 C 1.921 6.529 -6.148  0.527
81 C 2.202 6.646 -4.789  -0.799
82 C 1.738 5.687 -3.905  -0.116
83 C 1.001 4.623 -4.399  0.226
84 C 0.711 4.491 -5.748  -0.566
85 C 1.170 5.457 -6.626  -0.779
86 N 0.525 3.618 -3.480  0.256
87 C -0.783 3.210 -3.319  -1.099
88 C -0.772 2.285 -2.332  -0.873
89 N 0.530 2.100 -1.895  0.100
90 C 1.272 2.954 -2.603  -0.422
91 H 2.771 7.493 -4.430  0.472
92 H 1.921 5.794 -2.843  0.550
93 H 0.144 3.646 -6.117  0.493
94 H 0.955 5.381 -7.683  0.474
95 H -1.583 3.627 -3.906  0.656
96 H -1.609 1.767 -1.897  0.868
97 H 2.333 3.118 -2.530  0.590
98 I 1.915 0.908 2.361  0.040
99 C 2.866 1.836 -0.310  1.147
100 C 3.867 2.714 0.051  -1.519
101 C 4.951 2.736 -0.820  -0.494
102 C 4.992 1.898 -1.947  -0.946
103 C 3.932 1.057 -2.225  -0.216
104 N 2.898 1.085 -1.373  0.439
105 H 3.825 3.307 0.952  0.619
106 H 5.791 3.391 -0.627  0.532
107 H 5.859 1.901 -2.592  0.573
108 H 3.896 0.370 -3.058  0.556

Summary:
Gap between HOMO and LUMO (alpha / beta) = 4.93 / 4.94 eV
Net charge = +3
Highest occupied orbital energy (alpha / beta) = -15.89 / -15.89 eV
ΔE to the lowest compared entry with this formula, charge and spin = 4.59 kcal/mol

# 3
The following is a quantum chemistry calculation of C7H11N3 in the gas phase at a distorted geometry, from the Open Molecules 2025 dataset.

Each line ends with the Mulliken charge.
Cartesian coordinates (Å):
1 C -3.360 -0.372 0.158  -0.251
2 C 1.534 -0.622 -0.549  -0.140
3 C -2.706 0.861 -0.425  -0.478
4 C -1.440 1.293 0.236  -0.607
5 C 2.831 -0.702 -0.358  -0.375
6 C -1.154 -1.122 0.186  -0.228
7 C 3.644 0.155 0.580  -0.819
8 N -2.516 -1.331 0.336  -0.563
9 N 0.701 0.380 -0.140  -0.987
10 N -0.541 0.063 0.115  0.686
11 H -4.335 -0.705 0.289  0.460
12 H 0.905 -1.471 -1.163  0.334
13 H -2.386 0.455 -1.486  0.238
14 H -3.217 1.810 -0.638  0.370
15 H -0.838 1.970 -0.266  0.413
16 H -1.559 1.550 1.234  0.293
17 H 3.130 -1.590 -0.912  0.300
18 H -0.449 -1.882 0.273  0.655
19 H 4.660 0.533 0.022  0.219
20 H 4.056 -0.348 1.511  0.232
21 H 3.041 1.074 0.997  0.249

Summary:
Gap between HOMO and LUMO (alpha / beta) = 7.14 / 7.14 eV
Net charge = 0
Highest occupied orbital energy (alpha / beta) = -7.21 / -7.21 eV
ΔE to the lowest compared entry with this formula, charge and spin = 85.24 kcal/mol